Computed, not measured: a structure of composition C21H43GaN2P3S, with wB97M-V/def2-TZVPD.

Geometry as XYZ:
```
71
C21H43GaN2P3S (wB97M-V/def2-TZVPD)
Ga -0.96 0.48 -0.53
S 1.47 -0.88 -1.04
P -0.97 -0.31 1.89
P -2.70 -1.21 -1.19
P 3.56 -3.32 -0.10
N -3.54 3.61 0.77
N -2.00 2.23 0.03
C -4.81 4.13 1.24
C 2.09 -4.34 -0.28
C 2.63 1.75 -3.81
C -2.34 4.34 0.69
C 1.53 3.15 -1.02
C 3.53 2.46 -3.14
C -2.49 0.12 2.83
C -4.19 -0.47 -1.95
C 0.33 0.51 2.88
C 2.45 3.41 -0.01
C 3.87 -2.92 1.63
C 5.00 -4.13 -0.82
C -1.39 3.46 0.29
C 2.77 1.05 0.31
C -0.73 -2.07 2.34
C -2.03 -2.26 -2.53
C 1.10 1.84 -1.30
C -3.29 2.36 0.36
C -3.43 -2.46 -0.06
C 3.06 2.35 0.67
C 1.81 0.76 -0.67
H 2.39 -5.39 -0.15
H 4.26 -1.89 1.71
H -5.34 4.65 0.43
H 2.86 0.75 -4.23
H -2.50 -0.35 3.82
H -3.38 -0.19 2.28
H -4.24 -3.02 -0.57
H 2.74 4.45 0.18
H -1.43 -2.71 1.80
H 0.29 1.59 2.72
H -2.85 -2.83 -3.00
H 3.29 0.20 0.76
H 1.64 2.17 -4.06
H 3.80 2.53 1.45
H 3.33 3.51 -2.92
H -2.68 -3.19 0.26
H -1.28 -2.94 -2.12
H -2.27 5.38 0.91
H -4.70 -1.20 -2.60
H 2.93 -3.01 2.21
H -0.89 -2.23 3.42
H 5.87 -3.46 -0.77
H 4.61 -3.63 2.01
H -1.55 -1.62 -3.28
H -5.42 3.29 1.62
H -0.34 3.62 0.14
H 1.18 3.97 -1.65
H -3.87 -2.00 0.83
H 4.79 -4.38 -1.87
H -4.05 1.59 0.29
H 3.31 -2.12 -0.83
H 4.53 2.07 -2.87
H 0.22 0.31 3.95
H 0.53 1.68 -2.22
H -4.90 -0.12 -1.18
H 0.28 -2.38 2.08
H -4.61 4.85 2.04
H 1.66 -4.22 -1.28
H -2.54 1.21 2.97
H 5.22 -5.05 -0.26
H 1.34 -4.09 0.47
H -3.90 0.40 -2.55
H 1.31 0.15 2.55
```

The energy is -4281.58997 hartree. The value obtained for the LUMO energy is -10.0 eV. The value obtained for the energy above the lowest of the compared OMol25 structures with the same formula, charge and spin is 0.000 eV. Its charge is +3. The largest force on an atom comes out at 2.82 eV/Å. As for the multiplicity: 1.

---

Computed, not measured: a cluster of 6 separate species, C39H43Cl3F5O8P2S2 in total, with wB97M-V/def2-TZVPD.

Geometry as XYZ:
```
102
C39H43Cl3F5O8P2S2 (wB97M-V/def2-TZVPD)
Cl -6.47 5.27 1.94
Cl -1.91 -2.23 3.23
Cl -4.21 6.54 3.97
S -3.42 3.35 -0.19
S -7.64 4.61 3.45
P -2.53 2.52 2.87
P -3.84 -1.57 2.89
F 5.63 1.92 -2.95
F -7.90 -1.89 0.92
F 5.05 -3.11 -2.04
F 0.46 0.70 -0.05
F 9.09 -1.59 -6.84
O -3.90 -1.61 1.25
O -4.25 2.40 2.70
O -2.77 3.73 -1.42
O -2.43 0.74 2.71
O -4.61 2.54 -0.27
O -8.52 5.70 3.77
O -6.84 4.02 4.47
O -3.59 4.40 5.32
C 0.93 -1.18 1.27
C 2.55 -0.31 -0.30
C 6.45 -1.48 -4.95
C -2.66 4.42 3.08
C 10.99 -2.13 -8.10
C -7.70 -5.07 3.49
C -7.83 -2.94 1.76
C -6.04 0.88 3.45
C -8.79 -3.05 2.76
C 9.96 -3.75 -6.63
C -8.71 -4.13 3.62
C -4.74 1.10 2.66
C 7.05 2.12 0.88
C -8.48 1.93 3.17
C 3.99 -1.76 -3.65
C 11.92 -4.34 -7.90
C -3.45 4.88 4.26
C -2.28 2.62 0.91
C 6.36 -2.25 -3.80
C 4.10 -0.98 -4.79
C -7.36 0.99 2.67
C 6.05 3.20 -1.03
C -8.61 3.35 2.63
C 6.61 0.85 -1.11
C 5.13 -2.37 -3.18
C 1.84 -2.18 1.62
C 5.31 -0.84 -5.45
C 10.02 -2.49 -7.19
C 7.09 0.92 0.19
C 1.32 -0.27 0.31
C 6.10 1.99 -1.69
C 10.93 -4.68 -6.99
C 3.09 -2.25 1.02
C 6.53 3.26 0.27
C -3.60 0.23 3.24
C -6.82 -3.85 1.60
C -6.75 -4.93 2.48
C 11.95 -3.07 -8.45
C 3.44 -1.31 0.06
H 5.64 4.07 -1.52
H 5.38 -0.24 -6.34
H -8.49 1.94 4.26
H -1.64 4.76 3.26
H 10.90 -5.67 -6.56
H -0.04 -1.13 1.75
H -3.68 0.32 4.34
H -4.92 0.84 1.60
H 4.42 -1.35 -0.41
H -5.98 -0.14 3.82
H -9.56 -2.30 2.84
H 12.73 -2.80 -9.16
H 7.42 2.18 1.90
H -4.30 -0.80 0.90
H -1.10 2.59 2.95
H -7.17 1.16 1.60
H 9.18 -3.99 -5.92
H 3.78 -3.03 1.29
H -5.95 -5.65 2.38
H -9.41 1.46 2.85
H -3.02 4.96 2.21
H -6.05 1.53 4.32
H 2.81 0.43 -1.05
H 7.49 0.03 0.66
H -1.30 3.05 0.73
H -8.42 3.39 1.56
H -7.64 -5.91 4.17
H -7.84 0.01 2.73
H -2.59 2.35 4.28
H -9.45 -4.24 4.41
H 7.23 -2.75 -3.38
H 6.49 4.19 0.81
H 6.61 -0.08 -1.67
H 3.06 -1.87 -3.12
H -2.29 1.59 0.55
H 7.40 -1.38 -5.45
H -6.09 -3.72 0.82
H 12.67 -5.07 -8.18
H -3.75 4.52 0.41
H 3.22 -0.48 -5.17
H 10.99 -1.13 -8.52
H -9.62 3.72 2.79
H 1.55 -2.91 2.36
```

The energy is -5472.87739 hartree. The value obtained for the LUMO energy is 1.8 eV. Its charge is -1. The largest force on an atom comes out at 0.81 eV/Å. As for the multiplicity: 1.

---

Computed, not measured: a structure of composition C11H18Br2N2O8PS2, with wB97M-V/def2-TZVPD.

Geometry as XYZ:
```
44
C11H18Br2N2O8PS2 (wB97M-V/def2-TZVPD)
Br -2.90 -3.64 2.16
Br -2.38 -6.27 4.02
S -0.55 0.02 -0.51
S 1.36 5.41 -1.13
P -0.35 -7.29 2.11
O -0.42 -8.35 3.14
O -0.51 0.12 0.93
O -1.32 -3.90 -0.42
O 1.87 6.57 -1.81
O -1.81 -0.01 -1.22
O 0.14 -5.36 0.47
O 1.52 4.09 -1.68
O -3.02 -6.09 0.97
N -1.23 -5.84 2.57
N -2.75 -7.07 -1.24
C 0.91 6.22 1.33
C 0.47 1.32 -1.22
C 1.22 -0.80 -2.25
C 0.46 -1.35 -1.05
C -0.45 5.72 0.81
C 1.96 5.42 0.56
C -0.95 -4.76 0.39
C -2.89 -6.53 -0.23
C -0.37 5.68 -0.72
C 1.68 0.61 -1.85
C -1.96 -5.23 1.48
H 2.48 0.54 -1.12
H 0.56 -0.74 -3.12
H 0.95 -6.86 1.90
H -0.88 -7.76 0.90
H -1.27 6.36 1.14
H 1.13 -1.61 -0.23
H 2.06 1.18 -2.70
H 0.76 2.01 -0.43
H 2.00 4.39 0.90
H 2.06 -1.44 -2.51
H -0.12 1.84 -1.96
H -0.96 4.88 -1.15
H 2.95 5.87 0.58
H -0.66 6.63 -1.17
H -0.64 4.72 1.19
H 1.01 6.07 2.40
H -0.19 -2.20 -1.28
H 1.02 7.28 1.12
```

The energy is -7427.17184 hartree. The value obtained for the LUMO energy is 1.9 eV. The value obtained for the energy above the lowest of the compared OMol25 structures with the same formula, charge and spin is 0.000 eV. Its charge is -1. The largest force on an atom comes out at 1.59 eV/Å. As for the multiplicity: 1.